[1]
3 unconnected molecules or ions with the total composition C16H40ClN2O2 at a distorted geometry. Source: the OMol25 dataset; level of theory: ωB97M-V/def2-TZVPD.

Geometry as XYZ:
```
61
Properties=species:S:1:pos:R:3
C 8.366 14.732 10.270
C 8.280 15.845 9.229
N 6.940 15.854 8.372
C 7.126 17.004 7.479
C 6.966 14.516 7.583
C 5.729 14.122 6.736
C 5.693 15.975 9.254
C 5.552 17.183 10.112
O 5.415 18.360 9.281
C 5.881 19.659 9.821
H 7.954 14.890 11.192
H 9.310 14.210 10.360
H 7.742 13.935 9.901
H 9.165 15.786 8.572
H 8.277 16.817 9.790
H 7.955 16.944 6.834
H 7.100 17.942 8.034
H 6.301 17.076 6.828
H 7.109 13.725 8.344
H 7.888 14.646 6.897
H 5.265 15.015 6.249
H 5.066 13.504 7.292
H 6.167 13.518 5.892
H 5.581 15.068 9.921
H 4.881 15.937 8.532
H 6.395 17.328 10.776
H 4.617 17.042 10.735
H 5.509 19.859 10.844
H 5.546 20.550 9.177
H 6.956 19.685 9.912
C 7.762 11.507 13.402
C 7.306 10.779 12.149
N 6.381 9.541 12.304
C 7.069 8.435 12.878
C 5.357 9.887 13.308
C 4.224 10.905 13.009
C 5.826 9.273 10.956
C 6.678 8.293 10.072
O 7.637 9.012 9.494
C 8.381 8.367 8.471
H 8.287 10.998 14.192
H 6.999 12.121 13.768
H 8.564 12.131 13.035
H 8.114 10.338 11.509
H 6.724 11.497 11.545
H 6.535 7.524 12.834
H 7.185 8.583 13.921
H 8.045 8.300 12.383
H 5.974 10.200 14.121
H 4.992 8.938 13.706
H 3.617 10.421 12.239
H 4.689 11.859 12.626
H 3.700 11.153 13.871
H 5.598 10.252 10.516
H 4.890 8.712 11.116
H 6.120 7.748 9.307
H 7.114 7.386 10.551
H 7.752 8.084 7.590
H 8.969 7.531 8.927
H 9.192 9.023 8.152
Cl 5.393 12.950 10.410
```

Computed properties:
Relative energy (zero: lowest compared OMol25 entry of this formula, charge and spin) in kJ/mol: 181.60
Total charge: +1
Kohn-Sham gap in eV: 9.32
HOMO energy in eV: -10.99

natural (NBO) population analysis, charges in e, atoms 1 to 2: C -0.67; C -0.20

---

[2]
7 unconnected molecules or ions with the total composition C16H40F6N6O9P at a distorted geometry. Source: the OMol25 dataset; level of theory: ωB97M-V/def2-TZVPD.

Geometry as XYZ:
```
78
Properties=species:S:1:pos:R:3
N 1.844 18.892 9.396
H 1.461 18.146 9.958
H 2.841 18.775 9.281
H 1.566 19.748 9.853
H 1.350 18.790 8.521
N 0.365 16.326 11.597
O -0.290 15.307 11.673
O 0.486 16.971 12.602
O 0.803 16.643 10.535
N 0.952 22.590 9.520
O 1.926 23.121 9.022
O 0.972 21.418 9.743
O 0.029 23.275 9.876
N 5.006 18.124 10.352
O 4.250 17.546 11.072
O 4.587 18.813 9.395
O 6.188 18.006 10.431
C 4.578 23.856 12.096
C 3.534 22.707 12.169
C 3.108 22.412 13.567
N 2.018 21.307 13.626
C 2.332 20.100 12.734
C 1.741 20.771 15.055
C 0.256 20.502 15.171
C -0.453 21.367 14.168
C 0.626 21.888 13.250
H 4.248 24.543 11.317
H 5.497 23.360 11.783
H 4.800 24.302 13.066
H 3.992 21.790 11.798
H 2.652 22.747 11.530
H 2.723 23.240 14.161
H 3.966 22.156 14.188
H 2.206 20.444 11.707
H 1.604 19.317 12.945
H 3.340 19.696 12.827
H 2.303 19.852 15.223
H 1.822 21.509 15.853
H 0.218 19.426 14.998
H -0.084 20.516 16.207
H -1.094 20.695 13.597
H -1.044 22.196 14.557
H 0.359 21.646 12.221
H 0.580 22.972 13.147
C 4.472 16.667 6.787
C 5.749 15.957 7.297
C 7.022 16.864 7.076
N 8.440 16.192 7.164
C 9.424 17.361 7.186
C 8.735 15.175 6.047
C 9.362 13.972 6.721
C 9.506 14.259 8.239
C 8.526 15.393 8.445
H 4.547 16.796 5.707
H 4.315 17.671 7.181
H 3.560 16.104 6.990
H 5.736 14.966 6.842
H 5.494 15.881 8.354
H 6.951 17.836 7.563
H 6.951 17.170 6.032
H 10.412 16.937 7.363
H 9.167 17.989 8.038
H 9.439 17.858 6.216
H 9.482 15.748 5.497
H 7.854 14.988 5.434
H 10.386 14.031 6.353
H 8.911 13.032 6.403
H 10.508 14.674 8.348
H 9.293 13.439 8.925
H 8.840 15.929 9.341
H 7.532 14.984 8.621
P 0.112 18.460 6.152
F 0.130 17.727 7.609
F -1.514 18.606 6.126
F 0.428 19.917 6.805
F 0.155 19.239 4.755
F 1.773 18.236 6.053
F -0.061 16.986 5.390
```

Computed properties:
<S²>: 0.75
Total charge: -2
Kohn-Sham gap (alpha / beta) in eV: 1.95 / 6.39
HOMO energy (alpha / beta) in eV: 1.16 / -3.29
2S+1: 2

Mulliken population analysis, charges in e, atoms 1 to 2: N 0.37; H 0.56

---

[3]
4 unconnected molecules or ions with the total composition C16H40O9Si. Source: the OMol25 dataset; level of theory: ωB97M-V/def2-TZVPD.

Geometry as XYZ:
```
66
Properties=species:S:1:pos:R:3
C 2.822 0.035 1.179
C 1.991 0.092 -0.105
O 1.451 1.387 -0.363
Si 0.200 2.017 0.505
C -1.099 0.668 0.754
C -2.398 1.294 1.194
O -2.482 2.312 1.815
O -3.530 0.666 0.752
H 3.806 -0.393 0.991
H 2.354 -0.588 1.943
H 2.954 1.039 1.586
H 1.174 -0.639 -0.059
H 2.592 -0.169 -0.974
H -0.382 3.108 -0.289
H 0.666 2.528 1.811
H -0.746 -0.059 1.494
H -1.245 0.135 -0.189
H -3.373 -0.284 0.776
C 2.238 -3.319 3.369
O 3.552 -2.884 3.080
C 4.308 -2.537 4.227
C 5.234 -3.651 4.668
O 4.530 -4.809 5.077
C 4.456 -5.815 4.085
H 1.850 -3.802 2.473
H 2.221 -4.032 4.196
H 1.590 -2.470 3.622
H 3.643 -2.259 5.052
H 4.911 -1.661 3.971
H 5.816 -3.298 5.525
H 5.934 -3.893 3.861
H 5.416 -6.332 3.978
H 4.165 -5.404 3.115
H 3.705 -6.533 4.409
C -2.736 -4.253 -4.220
O -2.968 -2.867 -4.048
C -3.500 -2.527 -2.783
C -2.436 -2.020 -1.832
O -1.461 -2.994 -1.519
C -0.275 -2.881 -2.286
H -2.115 -4.367 -5.107
H -2.218 -4.685 -3.361
H -3.677 -4.791 -4.377
H -4.015 -3.386 -2.339
H -4.236 -1.732 -2.935
H -2.920 -1.733 -0.893
H -1.960 -1.126 -2.252
H 0.332 -2.033 -1.947
H -0.493 -2.756 -3.348
H 0.292 -3.799 -2.141
C -2.870 6.271 -3.808
O -3.434 6.533 -2.538
C -3.344 5.444 -1.636
C -2.180 5.574 -0.679
O -0.928 5.555 -1.344
C -0.367 6.837 -1.549
H -2.773 7.225 -4.322
H -1.884 5.807 -3.723
H -3.520 5.616 -4.399
H -3.265 4.499 -2.187
H -4.271 5.418 -1.055
H -2.202 4.725 0.012
H -2.284 6.490 -0.088
H 0.051 7.235 -0.617
H -1.105 7.543 -1.937
H 0.438 6.726 -2.274
```

Computed properties:
Kohn-Sham gap in eV: 9.41
HOMO energy in eV: -9.05
SMILES string: CCO[SiH2]CC(=O)O.COCCOC.COCCOC.COCCOC

natural (NBO) population analysis, charges in e, atoms 1 to 2: C -0.65; C -0.06

---

[4]
A molecular structure, C16H41AgBrN3O5 at a distorted geometry. Source: the OMol25 dataset; level of theory: ωB97M-V/def2-TZVPD.

Geometry as XYZ:
```
67
Properties=species:S:1:pos:R:3
Ag 1.006 -0.753 0.571
Br -0.840 0.031 0.558
C 0.554 2.967 1.512
C -0.100 2.285 2.724
C -1.521 2.780 2.989
O -1.570 4.106 3.551
C -2.870 4.641 3.698
N -0.079 0.861 2.595
H -0.062 2.858 0.619
H 1.551 2.567 1.330
H 0.615 4.031 1.737
H 0.562 2.445 3.575
H -1.982 2.123 3.726
H -2.157 2.657 2.113
H -3.362 4.265 4.595
H -3.535 4.435 2.859
H -2.767 5.726 3.714
H -0.299 0.558 1.657
H -0.716 0.414 3.239
C -4.446 -3.652 -3.241
O -3.454 -2.959 -2.492
C -3.933 -1.618 -2.285
C -3.138 -0.985 -1.112
N -1.726 -0.837 -1.350
C -1.536 0.428 -2.105
C -0.035 0.628 -2.419
O 0.564 -0.603 -2.764
C 1.715 -0.398 -3.614
H -4.878 -3.072 -4.056
H -5.262 -3.859 -2.548
H -3.995 -4.564 -3.633
H -5.003 -1.617 -2.079
H -3.828 -0.981 -3.163
H -3.236 -1.649 -0.253
H -3.467 0.004 -0.794
H -1.353 -0.616 -0.438
H -1.989 1.351 -1.744
H -1.985 0.332 -3.094
H 0.460 1.006 -1.525
H 0.060 1.462 -3.115
H 2.242 0.489 -3.262
H 1.490 -0.154 -4.653
H 2.394 -1.249 -3.671
C 0.773 2.349 -0.888
O 1.251 1.007 -0.759
C 2.640 1.003 -1.069
C 3.330 -0.362 -0.843
N 2.727 -1.184 0.228
C 3.255 -2.523 0.176
C 2.905 -3.466 1.343
O 3.056 -2.765 2.571
C 2.775 -3.617 3.718
H -0.259 2.519 -0.580
H 0.829 2.788 -1.884
H 1.340 3.017 -0.239
H 3.143 1.605 -0.313
H 2.881 1.355 -2.072
H 4.405 -0.267 -0.686
H 3.299 -1.016 -1.714
H 3.157 -0.935 1.107
H 4.326 -2.675 0.040
H 2.767 -2.927 -0.712
H 3.452 -4.406 1.272
H 1.864 -3.778 1.267
H 3.568 -4.333 3.937
H 1.875 -4.195 3.508
H 2.555 -3.077 4.639
```

Computed properties:
<S²>: 0.76
Relative energy (zero: lowest compared OMol25 entry of this formula, charge and spin) in kJ/mol: 1768.37
Total charge: +1
Kohn-Sham gap (alpha / beta) in eV: 8.60 / 6.57
HOMO energy (alpha / beta) in eV: -10.59 / -10.76
2S+1: 2

natural (NBO) population analysis, charges in e, atoms 1 to 2: Ag 0.66; Br 0.15

---

Number 3 is which compound?
C16H40O9Si

---

Copy entry 4 word for word.
A molecular structure, C16H41AgBrN3O5 at a distorted geometry. Source: the OMol25 dataset; level of theory: ωB97M-V/def2-TZVPD.

Geometry as XYZ:
```
67
Properties=species:S:1:pos:R:3
Ag 1.006 -0.753 0.571
Br -0.840 0.031 0.558
C 0.554 2.967 1.512
C -0.100 2.285 2.724
C -1.521 2.780 2.989
O -1.570 4.106 3.551
C -2.870 4.641 3.698
N -0.079 0.861 2.595
H -0.062 2.858 0.619
H 1.551 2.567 1.330
H 0.615 4.031 1.737
H 0.562 2.445 3.575
H -1.982 2.123 3.726
H -2.157 2.657 2.113
H -3.362 4.265 4.595
H -3.535 4.435 2.859
H -2.767 5.726 3.714
H -0.299 0.558 1.657
H -0.716 0.414 3.239
C -4.446 -3.652 -3.241
O -3.454 -2.959 -2.492
C -3.933 -1.618 -2.285
C -3.138 -0.985 -1.112
N -1.726 -0.837 -1.350
C -1.536 0.428 -2.105
C -0.035 0.628 -2.419
O 0.564 -0.603 -2.764
C 1.715 -0.398 -3.614
H -4.878 -3.072 -4.056
H -5.262 -3.859 -2.548
H -3.995 -4.564 -3.633
H -5.003 -1.617 -2.079
H -3.828 -0.981 -3.163
H -3.236 -1.649 -0.253
H -3.467 0.004 -0.794
H -1.353 -0.616 -0.438
H -1.989 1.351 -1.744
H -1.985 0.332 -3.094
H 0.460 1.006 -1.525
H 0.060 1.462 -3.115
H 2.242 0.489 -3.262
H 1.490 -0.154 -4.653
H 2.394 -1.249 -3.671
C 0.773 2.349 -0.888
O 1.251 1.007 -0.759
C 2.640 1.003 -1.069
C 3.330 -0.362 -0.843
N 2.727 -1.184 0.228
C 3.255 -2.523 0.176
C 2.905 -3.466 1.343
O 3.056 -2.765 2.571
C 2.775 -3.617 3.718
H -0.259 2.519 -0.580
H 0.829 2.788 -1.884
H 1.340 3.017 -0.239
H 3.143 1.605 -0.313
H 2.881 1.355 -2.072
H 4.405 -0.267 -0.686
H 3.299 -1.016 -1.714
H 3.157 -0.935 1.107
H 4.326 -2.675 0.040
H 2.767 -2.927 -0.712
H 3.452 -4.406 1.272
H 1.864 -3.778 1.267
H 3.568 -4.333 3.937
H 1.875 -4.195 3.508
H 2.555 -3.077 4.639
```

Computed properties:
<S²>: 0.76
Relative energy (zero: lowest compared OMol25 entry of this formula, charge and spin) in kJ/mol: 1768.37
Total charge: +1
Kohn-Sham gap (alpha / beta) in eV: 8.60 / 6.57
HOMO energy (alpha / beta) in eV: -10.59 / -10.76
2S+1: 2

natural (NBO) population analysis, charges in e, atoms 1 to 2: Ag 0.66; Br 0.15